[1]
# C4H12N4

3 unconnected molecules or ions with the total composition C4H12N4 (wB97M-V/def2-TZVPD, the Open Molecules 2025 dataset).

```
20
C4H12N4, DFT wB97M-V/def2-TZVPD
C -1.647 -1.432 -0.365
N -1.837 -0.491 0.695
C -0.528 1.340 -1.443
N -0.905 1.560 -0.282
H -2.507 0.212 0.391
H -0.954 -2.222 -0.054
H -2.605 -1.906 -0.629
H -1.267 -1.013 -1.319
H 0.486 1.612 -1.794
H -1.125 0.758 -2.171
N 1.949 0.633 0.018
N 2.200 -0.695 -0.360
C 1.047 0.991 0.983
C 0.212 0.121 1.641
H 2.688 1.270 -0.225
H 1.372 -1.071 -0.810
H 2.406 -1.262 0.459
H 1.067 2.042 1.236
H 0.351 -0.946 1.590
H -0.405 0.497 2.437
```

E_tot (eV): -10295.8857
E_LUMO (spin up / spin down) (eV): -0.75 / -0.99
Multiplicity: 1
ΔE to the lowest compared entry with this formula, charge and spin (kcal/mol): 170.3
HOMO energy (spin up / spin down) (eV): -7.67 / -7.62

***

[2]
# C4H12N4

A molecular structure, C4H12N4 (wB97M-V/def2-TZVPD, the Open Molecules 2025 dataset).

```
20
C4H12N4, DFT wB97M-V/def2-TZVPD
C -3.135 -0.376 0.496
C 0.207 -0.329 -0.781
C 0.830 0.948 -0.831
C 1.462 -1.309 -0.481
H -3.658 -1.238 -0.265
H -2.521 -0.966 1.462
H -4.250 0.277 0.878
H -1.827 1.040 -0.264
H 0.220 1.609 -1.574
H 1.942 0.768 -0.842
H 1.150 1.521 1.083
H 0.956 2.630 0.105
H 1.393 -2.329 -0.152
H 2.343 -1.173 -1.385
H 3.309 -0.784 0.881
H 1.752 -0.774 1.553
N -2.021 0.120 -0.517
N -0.877 -0.726 -0.502
N 0.561 1.702 0.359
N 2.163 -0.609 0.776
```

E_tot (eV): -10296.0119
E_LUMO (eV): 0.90
Multiplicity: 1
ΔE to the lowest compared entry with this formula, charge and spin (kcal/mol): 167.4
HOMO energy (eV): -8.80

***

[3]
# C4H12N4

2 unconnected molecules or ions with the total composition C4H12N4 (wB97M-V/def2-TZVPD, the Open Molecules 2025 dataset).

```
20
C4H12N4, DFT wB97M-V/def2-TZVPD
C 0.151 0.680 1.752
C 1.442 -0.244 -0.443
C -0.762 -1.841 0.522
N -0.807 0.733 0.873
C -0.643 -0.513 -0.187
N -1.132 2.022 0.401
N 1.428 0.912 -1.319
N -1.222 -0.255 -1.314
H -0.367 2.342 -0.192
H -1.928 1.912 -0.219
H -1.240 -1.077 -1.913
H 2.177 0.913 -2.006
H 0.565 0.934 -1.860
H 0.426 -0.266 2.178
H 0.500 1.589 2.229
H 1.696 -1.196 -0.931
H 2.166 -0.091 0.364
H 0.031 -2.043 1.240
H -0.757 -2.639 -0.220
H -1.724 -1.874 1.044
```

E_tot (eV): -10297.5373
E_LUMO (spin up / spin down) (eV): -0.63 / -0.63
Multiplicity: 1
ΔE to the lowest compared entry with this formula, charge and spin (kcal/mol): 132.2
HOMO energy (spin up / spin down) (eV): -6.60 / -6.60

***

[4]
# C4H12N4

A single C4H12N4 molecule (wB97M-V/def2-TZVPD, the Open Molecules 2025 dataset).

```
20
C4H12N4, DFT wB97M-V/def2-TZVPD
C -1.987 0.736 0.826
C -0.737 1.274 0.244
N -0.535 0.767 -1.492
C 0.383 0.611 -0.469
N 1.576 1.384 -0.657
N 0.716 -0.725 0.142
C -0.086 -1.916 -0.133
N 2.080 -1.007 0.431
H -1.829 0.445 1.870
H -2.772 1.500 0.812
H -2.367 -0.128 0.280
H -0.520 2.282 0.592
H -1.211 0.026 -1.645
H 2.196 0.930 -1.320
H 1.402 2.364 -0.849
H -1.127 -1.759 0.144
H -0.047 -2.203 -1.187
H 0.229 -2.778 0.463
H 2.505 -0.132 0.744
H 2.130 -1.673 1.203
```

Structure (SMILES): C[C@@H]1N[C@]1(N)N(C)N
E_tot (eV): -10299.1210
E_LUMO (eV): 1.02
Multiplicity: 1
ΔE to the lowest compared entry with this formula, charge and spin (kcal/mol): 95.7
HOMO energy (eV): -6.87

***

[5]
# C4H12N4

2 unconnected molecules or ions with the total composition C4H12N4 (wB97M-V/def2-TZVPD, the Open Molecules 2025 dataset).

```
20
C4H12N4, DFT wB97M-V/def2-TZVPD
C 1.233 2.324 -2.184
C 0.974 3.097 -1.050
C -0.927 -2.756 0.219
C -0.136 -1.898 1.244
N 0.043 0.199 0.329
N -1.621 -0.175 1.681
N 1.554 1.632 -3.070
N -0.487 -0.609 1.140
H 2.004 3.067 -0.499
H 0.306 2.579 -0.385
H 0.582 4.060 -1.122
H -2.010 -2.552 0.391
H -0.723 -2.497 -0.780
H -0.524 -3.664 0.554
H 0.944 -1.958 1.168
H -0.247 -2.175 2.339
H -2.106 -0.650 2.358
H -1.939 0.804 1.677
H 2.153 1.342 -3.810
H 0.927 -0.170 -0.201
```

Total charge: +2
E_tot (eV): -10281.7476
E_LUMO (eV): -8.57
Multiplicity: 1
ΔE to the lowest compared entry with this formula, charge and spin (kcal/mol): 95.7
HOMO energy (eV): -18.89

***

[6]
# C4H12N4O

2 unconnected molecules or ions with the total composition C4H12N4O (wB97M-V/def2-TZVPD, the Open Molecules 2025 dataset).

```
21
C4H12N4O, DFT wB97M-V/def2-TZVPD
C -0.934 -2.324 0.842
C -0.101 -1.375 0.371
N -0.503 -0.280 -0.534
C -1.914 0.065 -0.515
O -0.121 -0.470 -1.888
H -1.969 -2.146 1.084
H -0.570 -3.330 0.970
H 0.878 -1.724 0.060
H -2.392 0.070 -1.495
H -2.210 1.036 -0.128
H -2.681 -0.492 0.027
H 0.502 0.279 -2.058
N 0.269 2.167 -0.601
C 0.898 1.198 -0.072
N 0.890 0.728 1.546
N 2.097 0.732 -0.625
H 0.553 3.079 -0.263
H 0.343 1.366 2.111
H 1.738 0.469 2.036
H 2.283 -0.255 -0.522
H 2.944 1.205 -0.347
```

Structure (SMILES): C=CN(C)O.N=C(N)N
E_tot (eV): -12344.0892
E_LUMO (eV): 0.77
Multiplicity: 1
ΔE to the lowest compared entry with this formula, charge and spin (kcal/mol): 166.5
HOMO energy (eV): -8.14

***

[7]
# C4H12N4O

A molecular structure, C4H12N4O (wB97M-V/def2-TZVPD, the Open Molecules 2025 dataset).

```
21
C4H12N4O, DFT wB97M-V/def2-TZVPD
C 1.511 -0.111 -2.097
C 0.408 -1.137 0.256
N 1.506 -1.757 0.844
O 1.230 0.137 -0.762
N -0.570 -1.791 -0.201
H 2.371 -1.523 0.371
H 1.353 -2.755 0.897
H -1.401 -1.258 -0.425
H 1.191 0.742 -2.717
H 2.591 -0.249 -2.265
H 0.989 -1.019 -2.446
C -1.483 1.578 -0.092
C -1.251 0.850 1.200
N 0.052 0.273 1.336
N -2.021 0.719 2.193
H 0.774 0.839 0.853
H 0.253 0.001 2.293
H -2.918 1.177 2.045
H -0.853 2.468 -0.145
H -1.199 0.967 -0.948
H -2.533 1.849 -0.191
```

E_tot (eV): -12348.1291
E_LUMO (eV): 0.79
Multiplicity: 1
ΔE to the lowest compared entry with this formula, charge and spin (kcal/mol): 73.3
HOMO energy (eV): -8.61

***

[8]
# C4H12N4O2

2 unconnected molecules or ions with the total composition C4H12N4O2 (wB97M-V/def2-TZVPD, the Open Molecules 2025 dataset).

```
22
C4H12N4O2, DFT wB97M-V/def2-TZVPD
H 0.508 -1.353 -1.676
N 0.161 -0.542 -2.186
C 0.122 0.477 -1.415
N -0.265 1.710 -1.818
O 0.978 0.592 -0.231
C 2.380 0.550 -0.453
H -0.968 1.673 -2.545
H -0.505 2.321 -1.048
H 2.641 -0.070 -1.317
H 2.747 1.566 -0.622
H 2.858 0.140 0.441
C 0.175 -1.796 1.440
C -0.526 -0.465 1.503
O -0.582 0.207 2.524
N -1.463 -0.240 0.422
N -2.400 0.808 0.606
H 0.278 -2.154 0.414
H 1.179 -1.679 1.855
H -0.375 -2.525 2.040
H -1.613 -0.954 -0.287
H -3.277 0.398 0.932
H -2.054 1.338 1.418
```

Structure (SMILES): [H]/N=C(/N)OC.CC(=O)NN
E_tot (eV): -14396.5145
E_LUMO (eV): 0.86
Multiplicity: 1
ΔE to the lowest compared entry with this formula, charge and spin (kcal/mol): 52.8
HOMO energy (eV): -8.74